# C33H56BeBr5Cl2F2N6NaO8S

A structure of composition C33H56BeBr5Cl2F2N6NaO8S (ωB97M-V with the def2-TZVPD basis set, OMol25).

Its gap between HOMO and LUMO is 1.65 eV. The LUMO energy is -5.363 eV. For the max |F|, the calculation gives 6.773 eV Å⁻¹. For the HOMO energy, the calculation gives -7.011 eV. As for the charge: 0. As for the energy: -16785.93261 Eh.

Geometry (Å):
Br (4.985984, -3.881996, -3.861746)
Br (-1.094704, 4.476974, -5.022343)
Br (3.952240, -2.492598, -1.156805)
Br (-2.611161, -3.504331, -7.106620)
Br (6.724631, -1.558143, -2.483432)
Cl (-2.360822, -2.650812, 1.858378)
Cl (-0.608194, -1.469946, 7.568817)
S (1.068142, -0.033536, -3.042840)
Na (0.743005, 1.770322, -7.548036)
F (4.384303, -6.755586, 7.508418)
F (0.207005, -0.339090, -8.237200)
O (1.189631, 0.938105, -4.217520)
O (4.547670, -3.427814, 7.671578)
O (2.949590, 5.797441, -1.048815)
O (1.649491, -0.517488, 5.876016)
O (-2.056086, -0.870021, -7.845086)
O (1.434683, 2.933150, 0.300782)
O (1.448599, -1.402022, -3.516994)
O (-3.641973, 0.441846, -3.590635)
N (-1.368175, 2.267721, -3.098713)
N (4.736557, -0.889807, 6.115039)
N (-2.395245, 0.282188, -4.154000)
N (-0.512272, 0.151679, -2.403329)
N (-0.432138, -0.775640, 1.383736)
N (-0.309964, 3.222220, 1.880557)
C (-0.200885, -1.928871, -0.846637)
C (1.678861, -1.782785, 6.494655)
C (0.372655, -1.078020, 0.391427)
C (-2.349372, 1.468787, 2.102977)
C (-3.005856, 0.216142, 2.764250)
C (-0.959215, 2.044962, 2.485450)
C (-2.241017, -0.539525, 3.919313)
C (-4.668888, 0.628805, -4.609337)
C (-1.829927, -1.642812, -6.904183)
C (5.587641, -2.462494, 7.812355)
C (-0.866516, 0.064798, 4.334888)
C (0.192800, 2.916940, 0.514804)
C (-1.436979, 0.927361, -3.242908)
C (4.715186, -4.279936, 6.548157)
C (3.980170, 0.322609, 5.819059)
C (-6.275332, 1.879060, -2.826874)
C (-2.213142, 3.233784, -3.880217)
C (5.499410, -3.034161, -2.195333)
C (-2.084948, -1.182161, -4.382110)
C (5.046324, -1.059891, 7.535874)
C (-2.745806, 5.667202, -2.784842)
C (2.426475, 0.502680, -1.854233)
C (-0.423359, 2.911425, -2.106325)
C (-1.124980, -1.095515, -1.851253)
C (-5.689393, 1.830831, -4.322586)
C (-1.483076, -4.600456, -2.609129)
C (-0.207039, 1.308976, 3.662351)
C (2.567120, 0.424868, 6.416405)
C (-0.938551, 2.642631, -0.581823)
C (-3.169096, 4.123461, -2.886489)
C (-1.033212, -3.404825, -3.256387)
C (-1.786311, -2.005466, -3.039218)
C (-0.998488, -1.253730, -5.551313)
Be (-2.868060, -5.710942, -5.925064)
H (-5.273974, -0.329920, -4.746500)
H (-4.108452, 0.833790, -5.602627)
H (-2.959599, 1.952330, 1.250553)
H (-0.092825, -3.514379, -3.904111)
H (2.172578, 1.410644, 6.148223)
H (2.001683, 0.833275, -0.849162)
H (-0.293822, -0.433786, 5.192183)
H (4.552595, -3.727489, 5.613449)
H (-3.061979, -1.628305, -4.817037)
H (-5.206936, 2.801315, -4.685422)
H (6.031641, -3.780842, -1.607780)
H (-0.899282, -5.585776, -2.660247)
H (-1.411201, -1.141478, 1.215061)
H (5.710624, -4.733073, 6.543892)
H (-4.231434, 4.114854, -3.347312)
H (-6.596511, 1.653565, -5.020582)
H (3.054538, 1.323594, -2.371281)
H (-2.444151, -4.487224, -1.978848)
H (5.794721, -0.318285, 7.833695)
H (0.801197, 1.711471, 3.998623)
H (3.886251, 0.373596, 4.728450)
H (5.917179, -2.507838, 8.855647)
H (-1.659505, 5.856389, -2.495254)
H (2.565795, 0.391718, 7.510869)
H (1.939980, -1.725653, 7.553047)
H (4.564975, 1.196728, 6.123530)
H (-2.019028, -0.730284, -1.206995)
H (-1.796949, 3.378476, -0.331209)
H (-0.884191, -2.742767, -0.383843)
H (-0.604050, -0.182743, -5.738002)
H (2.372046, -2.443931, 5.961849)
H (-2.664539, -1.481435, 4.430635)
H (3.150429, -0.397109, -1.742068)
H (1.472082, -0.778552, 0.442212)
H (4.156165, -0.919858, 8.156665)
H (-0.179209, -2.031946, -5.452140)
H (-1.416177, 1.594373, -0.478387)
H (-2.926032, 2.737511, -4.614716)
H (-4.015838, -0.203111, 2.435451)
H (0.670210, -2.487168, -1.324519)
H (0.671088, -2.234110, 6.408999)
H (2.657122, 5.256051, -0.303715)
H (-7.393334, 2.163737, -2.916938)
H (0.664663, 2.614130, -2.265225)
H (-3.299326, 3.609194, -1.857993)
H (-3.028209, 6.282718, -3.717343)
H (3.971052, -5.077428, 6.611232)
H (-5.799459, 2.679308, -2.168993)
H (-2.826035, -2.304005, -2.620117)
H (-0.449607, 4.062137, -2.217881)
H (3.219789, 5.152415, -1.713486)
H (4.194992, -1.686484, 5.797279)
H (-6.265751, 0.827325, -2.365243)
H (-3.384112, 6.120303, -1.929271)
H (0.445451, 3.607834, 2.465539)
H (6.454679, -2.690353, 7.182257)

Forces on the atoms, in the same order (eV/Å):
Br 0.1 0.3 0.4
Br -0.4 -1.3 0.5
Br 0.4 -0.6 0.0
Br 0.5 0.8 0.4
Br -0.3 -0.2 0.1
Cl -1.0 -1.0 0.1
Cl -0.9 0.0 0.3
S 4.3 0.0 -5.2
Na -0.3 -1.4 -0.4
F -0.1 0.1 -0.1
F 1.1 1.5 0.5
O -1.3 -1.4 3.2
O 0.4 0.4 -0.5
O -0.1 -0.3 0.0
O 1.0 -0.7 0.3
O 0.1 -3.4 4.6
O -4.1 0.3 0.0
O -1.9 2.7 2.1
O -1.9 0.7 0.2
N -0.2 -0.8 -0.6
N -0.5 0.3 0.4
N 2.9 -0.1 2.1
N -0.6 0.3 -1.8
N 2.6 0.0 -3.2
N -0.2 -2.0 -1.9
C 0.6 -0.2 0.7
C 1.2 1.6 0.0
C -2.6 0.1 1.1
C 0.5 -1.4 1.5
C 3.5 1.3 1.3
C -1.3 -3.6 3.2
C 1.6 3.3 -1.8
C -0.7 0.4 -1.8
C 0.2 4.5 -3.3
C -0.4 0.0 0.5
C -1.0 1.5 -1.8
C 2.1 0.1 0.9
C 0.6 0.5 0.0
C -0.1 0.0 0.3
C 0.2 -0.5 -0.5
C -1.0 0.1 -0.6
C -1.7 0.3 0.4
C 0.1 -0.2 -0.1
C 0.0 -1.3 -0.6
C 0.3 -0.4 -0.2
C -1.0 0.5 1.1
C 0.6 0.0 0.5
C 0.3 0.9 1.8
C -1.5 -1.4 0.6
C -0.1 -0.5 -0.2
C 0.4 3.4 -1.1
C -3.9 -1.2 -1.3
C -0.3 0.6 0.0
C -0.4 0.2 0.0
C -0.3 0.4 -0.6
C -0.7 -2.7 1.0
C -0.4 -1.2 0.8
C -1.1 0.0 -1.2
Be -0.1 -0.7 0.3
H 1.0 1.1 0.4
H -1.0 -0.4 1.5
H 1.1 -0.7 1.6
H -1.5 0.6 1.1
H 0.0 -0.1 0.0
H 0.6 -0.3 -1.5
H -1.1 1.0 -1.6
H 0.0 0.1 -0.3
H 1.5 0.9 0.8
H -0.8 -1.1 0.8
H -0.2 0.2 -0.1
H -1.1 1.7 0.0
H 1.2 0.3 0.1
H -0.1 0.0 -0.1
H 1.8 -0.1 0.7
H 1.7 0.2 1.0
H -1.6 -1.2 0.6
H 1.7 -0.6 -1.0
H -0.1 0.0 -0.1
H -1.5 -0.7 -0.4
H -0.1 0.1 0.1
H 0.0 0.1 -0.1
H -1.4 -0.4 -0.5
H 0.0 -0.2 0.0
H 0.3 -0.1 -0.2
H -0.1 0.0 0.2
H 1.5 -0.4 -1.0
H 1.5 -1.1 -0.5
H 1.0 1.5 -0.7
H -0.3 -2.1 0.0
H -0.1 -0.5 -0.1
H 0.8 1.9 -1.0
H -1.7 1.5 -0.2
H -1.4 -0.6 0.0
H 0.0 0.0 0.2
H -1.1 1.3 0.1
H 1.2 1.6 0.1
H 1.5 0.2 1.0
H 1.7 0.9 0.4
H -1.3 0.9 0.1
H -0.6 -0.4 -0.3
H 0.1 0.0 -0.1
H 1.8 -0.4 0.3
H -1.7 0.1 0.1
H 0.6 0.8 -1.7
H 0.6 -1.2 1.4
H 0.1 -0.2 0.2
H -0.4 -1.4 -0.8
H 1.7 0.5 -0.6
H -0.1 -2.1 -0.3
H 0.0 0.1 0.1
H 0.2 -0.1 -0.1
H 0.2 1.7 -0.5
H 1.0 -0.7 -1.3
H -0.4 -0.7 -0.5
H -0.2 0.0 -0.1

Atom charges from the Mulliken analysis, given in e for atoms 1 to 5: number 1, Br, carries -0.017; number 2, Br, carries -0.074; number 3, Br, carries 0.036; number 4, Br, carries -0.243; number 5, Br, carries -0.029

# C13H28GdN2O2P2

A structure of composition C13H28GdN2O2P2 (ωB97M-V with the def2-TZVPD basis set, OMol25).

As for the spin multiplicity: 9. The value obtained for the energy above the lowest of the compared OMol25 structures with the same formula, charge and spin is 201.8 kJ/mol. Its gap between HOMO and LUMO (alpha / beta) is 7.94 / 4.58 eV. The LUMO energy (alpha / beta) is -6.269 / -9.612 eV. For the max |F|, the calculation gives 2.706 eV Å⁻¹. For the HOMO energy (alpha / beta), the calculation gives -14.210 / -14.190 eV. The expectation value of S² is 20.328. As for the charge: +2. As for the energy: -2219.79839 Eh.

Geometry (Å):
Gd (-0.079866, 0.180541, 0.167971)
P (-2.270162, -1.392571, 0.933084)
P (-0.250606, 2.911743, 0.249251)
O (1.018654, -0.193062, 2.123499)
O (-1.037161, -0.147545, -1.992719)
N (1.799073, 0.564943, -0.992475)
N (0.513163, -1.878659, -0.774228)
C (0.520544, -1.600417, 3.979710)
C (-0.731156, -0.290300, -4.407406)
C (-1.593814, 1.801603, -3.216052)
C (1.295212, 2.992334, -0.569418)
C (1.975049, -1.901401, -0.958046)
C (2.458222, -0.590568, -1.645712)
C (1.377003, -1.554758, 2.712619)
C (-1.510015, -2.872891, 0.324203)
C (2.041026, 1.870139, -1.075052)
C (-0.644020, 0.636503, -3.224808)
C (0.584475, -0.169305, 4.490990)
C (0.443436, 0.678542, 3.221055)
C (-0.219692, -2.897675, -0.240770)
H (-2.631132, 1.452929, -3.220037)
H (1.566230, 0.030486, 4.948548)
H (3.557257, -0.583245, -1.529218)
H (-3.464748, -1.092915, 0.179454)
H (-0.485316, 0.273191, -5.309047)
H (-1.891541, -3.872814, 0.570346)
H (-1.441611, 2.403909, -4.115730)
H (-0.546260, -1.020674, -1.943623)
H (2.956679, 2.253339, -1.577934)
H (0.865334, -2.341806, 4.675695)
H (1.808497, 3.956279, -0.729476)
H (-1.459981, 2.458451, -2.345344)
H (-1.751408, -0.688989, -4.515199)
H (0.175333, -3.945238, -0.342371)
H (2.458974, -1.589060, 2.960858)
H (-0.286262, 3.341271, 1.625301)
H (0.974972, 1.642349, 3.244425)
H (-0.505848, -1.859895, 3.658240)
H (2.353573, -2.731984, -1.592264)
H (2.473097, -2.000175, 0.026382)
H (-1.473504, 3.471618, -0.293957)
H (-2.757095, -1.347637, 2.308798)
H (-0.637829, 0.830036, 2.964266)
H (-0.178970, 0.066898, 5.212745)
H (-0.014771, -1.123439, -4.318705)
H (0.390765, 0.996865, -3.093271)
H (2.266968, -0.621235, -2.742354)
H (1.119233, -2.286308, 1.934075)

Forces on the atoms, in the same order (eV/Å):
Gd -0.1 2.2 0.2
P -1.6 1.6 0.5
P -0.6 0.2 0.5
O 0.4 -0.6 1.8
O 0.7 -0.5 -0.4
N -0.1 -0.3 -0.2
N -0.6 -2.2 1.5
C -0.5 0.0 -1.3
C -0.2 -0.1 -0.1
C -0.3 0.3 -0.3
C 0.9 -0.4 -0.6
C 0.4 -0.1 -0.9
C 0.3 0.5 0.2
C 0.0 1.0 0.3
C 0.4 -1.1 0.3
C 0.1 1.2 0.0
C -0.1 -0.4 0.9
C 0.7 0.3 -0.4
C -0.2 -0.7 -0.3
C 1.4 -0.8 -1.6
H 0.1 0.0 0.0
H -0.3 -0.1 -0.1
H -0.4 0.2 0.0
H 0.6 -0.6 0.4
H 0.0 -0.1 0.0
H 0.1 0.5 -0.1
H 0.0 0.0 0.1
H -0.7 1.2 -0.8
H -0.4 -0.7 0.2
H 0.2 -0.3 0.4
H -0.5 -0.6 0.2
H 0.1 -0.2 -0.3
H 0.3 0.1 0.0
H 0.0 1.0 0.2
H -0.6 0.2 -0.4
H 0.2 0.2 -0.9
H -0.1 -0.5 -0.1
H 0.3 0.1 0.4
H -0.5 0.1 0.5
H -0.3 0.0 -0.3
H 1.1 0.0 0.2
H 0.2 -1.0 -1.1
H 0.7 0.0 0.2
H -0.3 0.1 0.3
H -0.2 0.2 0.0
H -0.3 -0.2 0.1
H -0.1 0.0 0.7
H 0.2 0.2 0.4

Atom charges from the Mulliken analysis, given in e for atoms 1 to 5: number 1, Gd, carries 0.055; number 2, P, carries -0.216; number 3, P, carries -0.171; number 4, O, carries -0.309; number 5, O, carries -0.302

# C2H8N2O

A cluster of 3 separate species, C2H8N2O in total (ωB97M-V with the def2-TZVPD basis set, OMol25).

The value obtained for the energy above the lowest of the compared OMol25 structures with the same formula, charge and spin is 513.4 kJ/mol. Its gap between HOMO and LUMO (alpha / beta) is 9.93 / 9.93 eV. The LUMO energy (alpha / beta) is 0.677 / 0.679 eV. For the max |F|, the calculation gives 1.479 eV Å⁻¹. For the HOMO energy (alpha / beta), the calculation gives -9.248 / -9.253 eV. As for the charge: 0. As for the energy: -265.58762 Eh.

Geometry (Å):
O (-0.268382, -0.269797, 1.853482)
N (1.530829, -0.630392, 1.251853)
N (1.817935, 0.162594, 0.279580)
C (-1.166326, -0.469090, -1.396551)
C (-1.212265, 0.806145, -1.031014)
H (2.423655, 0.946551, 0.501851)
H (-0.204080, -0.310736, 2.815709)
H (1.149851, 0.315353, -0.480805)
H (0.681487, -1.214171, 1.030731)
H (-1.334432, 1.072111, 0.011742)
H (-1.192454, -1.251493, -0.648133)
H (-1.155184, 1.611062, -1.754849)
H (-1.070634, -0.768138, -2.433595)

Forces on the atoms, in the same order (eV/Å):
O 0.2 0.6 0.2
N -1.4 -0.5 -0.1
N -0.3 0.5 0.0
C 0.2 0.1 0.0
C -0.1 0.0 0.0
H -0.1 -0.2 0.0
H 0.1 0.0 -0.1
H 0.2 -0.2 0.2
H 1.3 -0.1 -0.2
H 0.1 0.0 0.0
H -0.2 0.0 0.0
H -0.1 0.0 0.0
H 0.0 0.0 0.0

Atom charges from the natural (NBO) analysis, given in e for atoms 1 to 5: number 1, O, carries -0.950; number 2, N, carries -0.166; number 3, N, carries -0.515; number 4, C, carries -0.405; number 5, C, carries -0.406

# C4H14O2

A cluster of 3 separate species, C4H14O2 in total (ωB97M-V with the def2-TZVPD basis set, OMol25).

As for the spin multiplicity: 2. The value obtained for the energy above the lowest of the compared OMol25 structures with the same formula, charge and spin is 21.1 kJ/mol. Its gap between HOMO and LUMO (alpha / beta) is 10.53 / 3.68 eV. The LUMO energy (alpha / beta) is -3.052 / -9.898 eV. For the max |F|, the calculation gives 1.794 eV Å⁻¹. For the HOMO energy (alpha / beta), the calculation gives -13.582 / -13.582 eV. The expectation value of S² is 0.753. As for the charge: +1. As for the energy: -310.87837 Eh.

Geometry (Å):
O (-0.427067, 3.589209, 1.835028)
O (-0.916470, 0.589754, 4.221066)
C (1.202081, -1.454744, -2.983819)
C (0.355536, -2.375195, -0.768103)
C (-0.048686, 0.033909, -1.280652)
C (0.056113, -1.264829, -2.028182)
H (0.037439, 0.744254, -2.124858)
H (-0.882855, -1.531626, -2.505064)
H (-0.105087, 3.309652, 0.968310)
H (-0.112355, 4.494033, 1.939649)
H (1.288667, -2.484852, -3.326014)
H (-0.997664, 0.203446, -0.788812)
H (-1.519535, -0.101293, 4.526719)
H (2.152249, -1.120947, -2.567495)
H (0.988153, -0.834264, -3.868069)
H (0.970176, -1.926992, 0.009293)
H (0.755286, -3.262660, -1.208241)
H (0.845559, 0.221082, -0.685907)
H (-0.656145, -2.493871, -0.410739)
H (-1.407457, 1.070025, 3.546315)

Forces on the atoms, in the same order (eV/Å):
O 0.0 -0.2 -0.3
O -0.1 -0.3 -0.1
C 0.5 -0.3 0.6
C 0.1 -0.1 1.4
C 0.5 -0.4 -0.2
C -0.5 1.0 -1.4
H -0.2 0.1 -0.1
H -0.1 -0.2 0.2
H 0.0 0.2 0.2
H 0.0 -0.1 0.0
H 0.0 0.0 -0.2
H 0.0 0.0 0.3
H 0.1 0.2 0.0
H 0.0 -0.1 0.0
H -0.2 0.0 0.0
H 0.2 -0.1 -0.3
H 0.4 -0.3 -0.5
H -0.2 0.2 0.3
H -0.5 0.1 -0.1
H 0.0 0.1 0.1

Atom charges from the natural (NBO) analysis, given in e for atoms 1 to 5: number 1, O, carries -0.938; number 2, O, carries -0.938; number 3, C, carries -0.630; number 4, C, carries -0.367; number 5, C, carries -0.612